Entry 1:
{"formula": "C36H47F21O18", "method": "ωB97M-V with the def2-TZVPD basis set", "total_energy_ev": -132019.66246, "smiles": "CCOC(=O)C(F)(F)F.CCOC(=O)C(F)(F)F.CCOC(=O)C(F)(F)F.CCOC(=O)C(F)(F)F.CCOC(=O)C(F)(F)F.CCOC(=O)C(F)(F)F.CCOC(=O)C(F)(F)F.O=C1CCCO1.O=C1CCCO1", "e_above_lowest_kcal_mol": 0.0, "total_charge": 0, "max_force_ev_per_a": 1.294, "e_homo_ev": -10.3, "multiplicity": 1, "elements": ["F", "F", "F", "F", "F", "F", "F", "F", "F", "F", "F", "F", "F", "F", "F", "F", "F", "F", "F", "F", "F", "O", "O", "O", "O", "O", "O", "O", "O", "O", "O", "O", "O", "O", "O", "O", "O", "O", "O", "C", "C", "C", "C", "C", "C", "C", "C", "C", "C", "C", "C", "C", "C", "C", "C", "C", "C", "C", "C", "C", "C", "C", "C", "C", "C", "C", "C", "C", "C", "C", "C", "C", "C", "C", "C", "H", "H", "H", "H", "H", "H", "H", "H", "H", "H", "H", "H", "H", "H", "H", "H", "H", "H", "H", "H", "H", "H", "H", "H", "H", "H", "H", "H", "H", "H", "H", "H", "H", "H", "H", "H", "H", "H", "H", "H", "H", "H", "H", "H", "H", "H", "H"], "xyz": [[-8.061, 1.886, 2.118], [0.495, -1.972, -1.768], [4.387, -2.766, 2.371], [-3.670, 1.224, 0.484], [5.875, -2.158, -3.021], [-9.312, 3.319, 3.140], [0.902, 5.439, 1.097], [4.329, -4.289, 0.835], [1.295, -2.516, 0.158], [5.922, -0.219, -2.076], [-5.351, 0.877, 1.815], [-5.657, 1.776, -0.137], [2.065, -0.768, -0.842], [-0.614, 3.891, 1.281], [-1.989, 3.770, -2.953], [4.026, -1.067, -2.700], [-7.333, 3.893, 2.467], [0.801, 3.842, -0.365], [4.046, -2.198, 0.321], [-1.691, 2.707, -1.095], [-0.570, 2.138, -2.846], [-4.104, -1.253, -0.119], [-7.401, 3.290, 5.249], [6.094, 0.823, -4.393], [1.745, 3.602, 2.995], [-6.315, -0.910, -0.284], [6.985, -2.662, 1.824], [0.311, -0.337, 1.295], [6.543, -2.920, -0.376], [4.996, -0.858, -5.389], [-6.995, 1.269, 4.359], [-1.133, -0.255, -0.416], [-1.159, -0.377, 7.124], [-4.050, 1.994, -2.745], [-0.394, 0.942, -5.986], [0.037, 0.761, 5.636], [2.194, 2.333, 1.191], [-2.518, 0.460, -3.267], [-1.477, -0.645, -7.120], [-4.730, 1.161, 5.206], [-4.201, -2.607, -0.598], [-0.490, -0.208, -6.268], [-0.635, 0.765, 6.615], [5.451, -0.319, -4.420], [-4.941, 0.872, 0.525], [4.156, 1.048, 0.906], [-2.087, 1.352, 8.431], [6.400, 1.425, -5.660], [-1.764, -0.136, 8.411], [-6.192, 0.883, 5.478], [0.946, -1.484, -0.627], [5.324, -0.947, -3.019], [-1.753, 2.551, -2.408], [-1.005, 1.931, 7.499], [-3.023, -1.766, -4.018], [-2.920, 1.627, -2.817], [0.239, -2.250, -7.167], [8.741, -3.942, -0.685], [-2.881, -3.284, -0.344], [-0.577, 0.467, 2.126], [6.239, -2.858, 0.907], [1.601, 3.309, 1.843], [7.009, 2.778, -5.413], [4.714, -3.036, 1.116], [0.661, 4.137, 0.930], [-0.098, -0.596, 0.081], [-8.048, 2.893, 2.979], [-1.236, -2.002, -7.464], [-3.591, -0.419, -3.651], [7.913, -2.678, -0.751], [-7.452, 2.509, 4.350], [-1.761, -0.316, 2.610], [0.418, -1.370, -5.938], [-5.210, -0.538, -0.030], [3.135, 1.515, 1.906], [0.045, 0.774, 2.963], [-3.746, -2.538, -3.742], [6.369, 3.386, -4.775], [-6.504, 1.417, 6.376], [-1.391, 2.786, 6.952], [1.411, -0.990, -5.740], [-0.127, 2.248, 8.064], [7.048, 3.288, -6.379], [-2.839, -1.881, -5.084], [8.560, -4.534, 0.209], [3.663, 0.492, 0.110], [5.489, 1.549, -6.244], [-4.140, 0.041, -4.476], [2.578, 0.693, 2.357], [-1.511, -1.086, 3.342], [-5.054, -3.103, -0.141], [0.504, -3.292, -6.985], [8.020, 2.747, -5.014], [-2.956, -4.328, -0.655], [-4.277, 0.458, 4.503], [-2.095, -2.802, -0.916], [-1.025, -0.351, 9.188], [-6.366, -0.171, 5.682], [-2.392, -0.753, 1.834], [-4.137, 1.169, 6.121], [-1.831, -2.669, -6.823], [-0.875, 1.331, 1.532], [-2.097, -1.985, -3.488], [4.626, 1.927, 0.462], [-2.458, 0.355, 3.129], [-4.326, -0.477, -2.844], [7.094, 0.798, -6.221], [-4.370, -2.538, -1.676], [8.346, -1.883, -0.139], [-2.069, 1.799, 9.425], [-2.621, -0.795, 8.501], [9.803, -3.690, -0.699], [-4.559, 2.135, 4.735], [0.904, -1.928, -7.971], [0.044, -1.863, -5.037], [-3.078, 1.593, 8.041], [-2.655, -3.317, 0.723], [3.569, 2.107, 2.712], [4.920, 0.432, 1.372], [-1.517, -2.260, -8.483], [8.541, -4.573, -1.553], [7.871, -2.253, -1.752]]}

---

Entry 2:
{"formula": "C36H47F8NO28", "method": "ωB97M-V with the def2-TZVPD basis set", "total_energy_ev": -118648.10377, "smiles": "CC1(C)CCCC(C)(C)N1O.O=C1OC[C@@H](F)O1.O=C1OC[C@@H](F)O1.O=C1OC[C@@H](F)O1.O=C1OC[C@@H](F)O1.O=C1OC[C@@H](F)O1.O=C1OC[C@@H](F)O1.O=C1OC[C@@H](F)O1.O=C1OC[C@@H](F)O1.O=C1OCCO1", "total_charge": 0, "max_force_ev_per_a": 5.754, "e_homo_ev": -8.0, "multiplicity": 1, "elements": ["F", "F", "F", "F", "F", "F", "F", "F", "O", "O", "O", "O", "O", "O", "O", "O", "O", "O", "O", "O", "O", "O", "O", "O", "O", "O", "O", "O", "O", "O", "O", "O", "O", "O", "O", "O", "N", "C", "C", "C", "C", "C", "C", "C", "C", "C", "C", "C", "C", "C", "C", "C", "C", "C", "C", "C", "C", "C", "C", "C", "C", "C", "C", "C", "C", "C", "C", "C", "C", "C", "C", "C", "C", "H", "H", "H", "H", "H", "H", "H", "H", "H", "H", "H", "H", "H", "H", "H", "H", "H", "H", "H", "H", "H", "H", "H", "H", "H", "H", "H", "H", "H", "H", "H", "H", "H", "H", "H", "H", "H", "H", "H", "H", "H", "H", "H", "H", "H", "H", "H"], "xyz": [[-23.000, 20.474, -14.505], [-30.735, 28.368, -3.838], [-23.768, 32.646, -6.149], [-26.730, 32.956, -16.191], [-29.396, 21.086, -3.074], [-24.119, 20.721, 0.730], [-27.057, 25.651, -18.612], [-28.459, 27.485, -9.416], [-28.077, 25.856, -10.787], [-30.589, 28.466, -0.875], [-20.868, 29.791, -5.838], [-27.762, 23.586, -19.298], [-24.102, 22.686, -0.120], [-32.494, 27.155, -0.386], [-25.294, 24.478, -1.130], [-19.326, 18.641, -12.653], [-24.151, 31.324, -13.754], [-26.036, 25.727, -11.826], [-26.397, 31.778, -13.723], [-25.788, 22.548, -19.077], [-27.653, 21.385, -19.702], [-21.348, 19.384, -13.387], [-25.465, 31.186, -15.616], [-37.462, 30.787, -7.991], [-30.847, 22.331, -4.123], [-22.966, 29.725, -6.645], [-32.343, 28.466, -2.235], [-27.903, 17.418, -12.268], [-31.982, 20.430, -4.286], [-26.285, 25.505, -9.606], [-36.864, 31.783, -9.945], [-19.621, 19.928, -14.486], [-21.860, 31.757, -6.640], [-25.816, 23.712, 0.864], [-31.949, 21.957, -6.087], [-35.416, 30.587, -8.851], [-27.349, 16.214, -11.944], [-25.078, 23.712, -0.173], [-26.960, 24.292, -18.384], [-26.467, 14.801, -10.143], [-36.638, 31.026, -8.852], [-25.573, 22.505, 1.663], [-28.457, 26.189, -9.448], [-27.079, 22.451, -19.516], [-35.738, 31.953, -10.725], [-31.644, 21.617, -4.924], [-31.867, 27.903, -1.161], [-30.600, 21.686, -2.930], [-31.253, 29.163, -2.936], [-20.017, 19.274, -13.427], [-21.819, 30.363, -6.364], [-29.026, 14.538, -12.958], [-27.412, 15.965, -10.460], [-25.542, 23.912, -18.870], [-27.254, 25.704, -8.657], [-27.574, 15.028, -12.862], [-28.821, 15.564, -9.963], [-24.212, 22.001, 1.084], [-23.737, 30.606, -7.426], [-31.748, 20.645, -2.959], [-20.711, 20.345, -15.314], [-27.020, 15.518, -14.307], [-26.667, 13.572, -11.001], [-34.650, 31.529, -9.688], [-26.591, 13.866, -12.507], [-26.747, 25.696, -10.851], [-30.311, 29.501, -1.841], [-21.674, 20.450, -14.143], [-26.881, 17.139, -9.508], [-26.760, 31.642, -15.965], [-27.466, 31.415, -14.702], [-23.190, 31.993, -7.186], [-25.227, 31.445, -14.331], [-26.975, 26.509, -7.977], [-29.267, 29.425, -2.145], [-29.126, 14.584, -10.329], [-35.594, 32.996, -11.004], [-31.810, 29.962, -3.425], [-26.587, 14.457, -9.116], [-26.267, 21.679, 1.509], [-24.920, 24.035, -17.983], [-27.439, 24.749, -8.166], [-31.433, 19.698, -2.520], [-27.583, 16.342, -14.745], [-24.812, 30.644, -7.250], [-35.653, 31.344, -11.625], [-27.284, 31.150, -16.784], [-34.281, 32.408, -9.161], [-26.031, 15.976, -14.298], [-21.013, 19.588, -16.038], [-29.627, 16.230, -10.270], [-30.599, 22.336, -2.056], [-32.714, 20.877, -2.511], [-29.423, 25.884, -9.045], [-27.044, 14.696, -15.023], [-29.242, 14.330, -14.006], [-25.846, 17.347, -9.779], [-25.076, 24.527, -19.640], [-30.551, 30.502, -1.482], [-25.557, 14.002, -12.823], [-27.423, 18.071, -9.673], [-23.525, 22.137, 1.919], [-25.431, 15.115, -10.272], [-27.543, 12.963, -10.775], [-23.111, 32.575, -8.104], [-23.639, 30.233, -8.446], [-28.806, 15.465, -8.878], [-29.805, 15.203, -12.585], [-20.617, 21.280, -15.866], [-29.269, 13.560, -12.544], [-28.245, 32.169, -14.591], [-21.430, 21.336, -13.558], [-25.841, 12.883, -10.825], [-27.188, 24.021, -17.354], [-26.939, 12.933, -12.952], [-27.143, 17.968, -12.471], [-25.425, 22.809, 2.700], [-33.732, 31.100, -10.090], [-26.905, 16.866, -8.454], [-27.760, 30.370, -14.604]]}

---

The records above yield lowest unoccupied orbital energy values of 0.4607; -0.1512 eV, respectively.
The records above yield Kohn-Sham gap values of 10.74; 7.85 eV, respectively.